No. 1
C17H32AlBBeBr6Cl3F3N3O6 as an isolated structure. Source: the Open Molecules 2025 dataset; level of theory: wB97M-V/def2-TZVPD.

Last column: Mulliken charge in e.
Atoms and positions in Å:
C 5.957639 -0.417245 0.421896  -0.869
B 5.710940 1.041464 -0.233982  0.220
N 6.550628 1.630877 -1.317512  -0.568
C 4.503240 1.961660 0.336596  -0.697
C 3.181158 1.793940 -0.509970  -0.638
C 2.624817 0.320950 -0.570541  0.216
Cl 2.444860 -0.243913 -2.318904  -0.220
H 5.337163 -0.488432 1.358076  0.209
H 7.055400 -0.468933 0.688358  0.335
H 5.740459 -1.266995 -0.271377  0.284
H 7.456957 1.164987 -1.280968  0.229
H 6.096165 1.506808 -2.222034  0.255
H 4.385886 1.758763 1.430736  0.304
H 4.842617 3.030329 0.224993  0.222
H 2.401470 2.462907 -0.055133  0.220
H 3.387122 2.169697 -1.540906  0.388
H 3.222300 -0.419117 0.008645  0.108
H 1.569648 0.356459 -0.182339  0.009
C -0.656435 -2.331604 0.303653  -1.571
C -1.232366 -1.708370 -0.948950  0.080
N -2.240257 -0.681527 -0.661021  0.491
C -2.631757 0.301026 -1.562230  -1.369
C -3.612347 1.051865 -0.930195  -0.102
N -3.782929 0.487474 0.328241  -0.107
C -2.946269 -0.561376 0.465117  -0.283
C -4.715339 0.935518 1.362032  -0.534
H -1.420546 -2.870768 0.869710  0.470
H 0.126278 -3.042187 0.046271  0.488
H -0.227091 -1.566382 0.955096  0.305
H -1.702342 -2.465560 -1.579601  0.347
H -0.433294 -1.238826 -1.528019  0.172
H -2.153133 0.348819 -2.545113  0.487
H -4.204249 1.902818 -1.220853  0.683
H -2.871822 -1.188790 1.341378  0.577
H -4.143698 1.231705 2.255391  0.240
H -5.386621 0.114976 1.614335  0.466
H -5.298044 1.784993 1.004705  0.312
C -0.569394 -3.912971 5.111185  -0.941
C 0.772651 -4.175871 5.776050  -0.276
O 1.855377 -4.295131 4.866724  -0.380
C 2.478166 -3.102607 4.358162  0.125
O 2.822123 -2.276525 5.312542  -0.618
C 1.642837 -2.398834 3.234876  0.757
F 1.045092 -3.303749 2.429884  -0.266
F 2.431677 -1.665762 2.427784  -0.241
F 0.670875 -1.578811 3.670837  -0.269
H -0.673689 -4.491182 4.190921  0.229
H -1.384545 -4.175676 5.789982  0.426
H -0.691598 -2.859436 4.863387  0.164
H 0.708830 -5.150733 6.265451  0.312
H 0.975747 -3.453138 6.571002  0.286
H 3.305363 -3.542864 3.767285  0.286
C -0.072746 0.229655 -5.242650  0.504
O -0.652285 0.847950 -4.329417  -0.395
O -0.430058 -0.877451 -5.697054  -0.459
O 1.020758 0.642901 -5.846056  -0.369
Be -2.038790 2.598269 -2.266034  0.197
Cl 1.814509 1.798360 -7.201932  0.111
C -6.017784 1.087909 5.560089  -0.339
Br -7.617191 0.034650 5.817568  0.044
Br -4.584973 0.037768 4.783751  0.015
Br -6.363584 2.689795 4.525751  -0.038
H -5.681715 1.406424 6.541523  0.396
Al -2.548766 1.906355 1.547902  0.388
C -2.024589 4.341373 -5.974780  -0.239
Br -3.928582 4.656635 -6.091280  0.029
Br -0.996927 5.893106 -6.485371  0.070
Br -1.499495 3.697764 -4.203306  0.362
H -1.784608 3.545281 -6.676282  0.270
O -0.303402 3.198642 -8.937364  -0.523
H -0.281150 3.251072 -9.899396  0.294
H -0.975982 3.839870 -8.687161  0.273
Cl -3.358362 -0.841051 -3.410155  -0.348

Forces on atoms 1 to 3 (eV/Å):
C 0.5 0.9 0.4
B -0.2 0.3 -0.2
N -0.5 -1.3 1.5

Calculated values
Charge: +1
Multiplicity: 1
Total energy: -18688.125463 hartree
Max |F|: 0.1123 hartree/bohr
M: 1064.04 g mol⁻¹


No. 2
C17H32BBr2O3Pd as an isolated structure. Source: the Open Molecules 2025 dataset; level of theory: wB97M-V/def2-TZVPD.

Last column: Mulliken charge in e.
Atoms and positions in Å:
C -2.408563 3.664523 -0.073818  -0.740
O -1.157575 3.480771 -0.753000  -0.398
C -0.255564 2.765265 0.064949  -0.023
C 0.943782 2.322472 -0.775553  -1.220
C 0.648015 1.046256 -1.590217  0.904
C -0.070198 1.302230 -2.937174  -1.127
C -1.593426 1.033029 -2.955000  0.043
C -1.986126 -0.435340 -3.231682  -1.108
C -1.143195 -1.493223 -2.503676  -0.782
C -1.555271 -1.808421 -1.035087  -0.075
C -2.385807 -0.730003 -0.324361  1.124
C -2.797233 -1.073918 1.122766  -1.042
C -1.890947 -2.049857 1.846296  -0.402
B -0.478667 -1.262549 2.516677  -0.253
O 0.008343 -2.259626 3.369287  -0.367
C 1.428687 -2.341736 3.151088  -0.314
C 1.530236 -1.784926 1.736437  -0.522
C 2.936987 -1.372830 1.390695  -0.161
Br 3.741774 -2.417048 -0.007349  -0.116
C 3.618608 -0.408773 1.953928  0.750
C 5.019323 -0.027810 1.641953  -1.276
Br 2.803588 0.678727 3.317891  -0.137
O 0.474468 -0.840833 1.598703  0.226
H -3.141337 2.982464 -0.521752  0.216
H -2.738578 4.691704 -0.232709  0.279
H -2.295692 3.472872 0.995211  0.336
H 0.097095 3.358820 0.923645  0.556
H -0.741546 1.877171 0.505058  -0.028
H 1.718333 2.073583 -0.038965  0.253
H 1.309106 3.129421 -1.410992  0.453
H 0.153036 0.313901 -0.950575  -0.644
H 1.629741 0.614913 -1.830079  0.291
H 0.064780 2.357865 -3.182993  0.515
H 0.365230 0.718377 -3.753697  0.485
H -1.999551 1.621187 -3.785202  0.454
H -2.058812 1.454758 -2.062934  -0.293
H -1.868063 -0.606579 -4.305770  0.409
H -3.045201 -0.607270 -3.020175  0.368
H -0.075524 -1.283925 -2.560372  0.392
H -1.273399 -2.428418 -3.057473  0.519
H -0.647625 -2.033745 -0.463568  -0.681
H -2.152079 -2.730423 -1.024434  0.553
H -3.311898 -0.625292 -0.895603  0.672
H -1.904250 0.244530 -0.317435  -0.993
H -3.835429 -1.424627 1.220138  0.336
H -2.767196 -0.137626 1.687342  0.324
H -1.605989 -2.941556 1.286406  0.413
H -2.422260 -2.415160 2.727211  0.408
H -0.849504 -0.351926 3.244963  0.260
H 1.917176 -3.319109 3.180411  0.318
H 1.867235 -1.777514 3.982267  0.368
H 1.264653 -2.567368 1.006205  0.433
H 5.064826 0.858864 0.927870  0.298
H 5.599184 -0.943988 1.270219  0.405
H 5.474859 0.220427 2.603759  0.459
Pd 6.777438 0.217294 0.330272  -0.121

Forces on atoms 1 to 3 (eV/Å):
C 0.3 0.1 -0.7
O -0.4 -0.1 0.8
C 0.7 0.1 -0.4

Calculated values
Charge: +1
Multiplicity: 1
Total energy: -6192.949765 hartree
Max |F|: 0.0794 hartree/bohr
M: 561.48 g mol⁻¹


No. 3
C17H32CdNO8 as an isolated structure. Source: the Open Molecules 2025 dataset; level of theory: wB97M-V/def2-TZVPD.

Last column: Mulliken charge in e.
Atoms and positions in Å:
Cd 21.033840 -4.407890 -6.938780  1.131
C 10.986220 0.512040 -5.475670  -1.341
C 11.994460 -0.022770 -6.462500  -0.264
C 11.507700 -1.130960 -7.463900  -0.661
N 12.665810 -2.132100 -7.945370  0.238
C 11.799700 -3.064070 -8.817060  -0.648
C 12.712700 -4.278220 -9.280680  -0.697
C 13.428910 -4.970020 -8.191900  -0.664
C 14.234900 -3.933450 -7.374640  -0.781
C 13.428320 -2.779040 -6.835140  -0.632
C 13.638480 -1.421300 -8.948070  -1.041
H 11.304540 1.399800 -4.929180  0.356
H 10.640210 -0.407490 -5.003610  0.351
H 10.169870 0.813160 -6.132180  0.331
H 12.891830 -0.406540 -5.977170  0.205
H 12.336150 0.857250 -7.007400  0.415
H 11.367910 -0.535310 -8.365990  0.337
H 10.617070 -1.643580 -7.100430  0.474
H 11.112560 -3.530090 -8.110840  0.420
H 11.386640 -2.563950 -9.693060  0.421
H 12.141320 -5.083080 -9.743100  0.395
H 13.425010 -3.849300 -9.985480  0.306
H 12.623590 -5.419330 -7.610790  0.278
H 14.070470 -5.752740 -8.596690  0.413
H 14.467090 -4.622370 -6.562500  0.359
H 15.163330 -3.586780 -7.828440  0.379
H 12.727620 -3.157310 -6.090820  0.378
H 13.996720 -1.955540 -6.402870  0.490
H 14.323940 -0.758140 -8.420360  0.388
H 13.123640 -0.886330 -9.746090  0.360
H 14.240150 -2.135730 -9.509910  0.433
C 19.624840 1.193110 -9.275130  -0.786
C 19.402080 -0.281630 -9.464200  0.593
O 19.107880 -0.796130 -10.551720  -0.689
O 19.521500 -0.998720 -8.442390  -0.677
H 20.044540 1.650000 -10.171350  0.284
H 20.355260 1.484380 -8.520310  0.282
H 18.666910 1.705660 -9.187120  0.178
C 18.952450 -7.467440 -12.494260  -0.747
C 20.168930 -7.148300 -11.626700  0.605
O 19.927130 -6.642270 -10.468700  -0.657
O 21.302480 -7.233130 -12.152900  -0.667
H 18.361860 -8.348630 -12.243670  0.233
H 19.272350 -7.402460 -13.534230  0.255
H 18.349100 -6.590290 -12.260410  0.209
C 18.019830 -6.375460 -2.171330  -0.744
C 18.895210 -6.032720 -3.364550  0.619
O 19.227660 -4.853330 -3.529800  -0.701
O 19.233320 -6.779970 -4.327230  -0.730
H 18.012660 -7.445570 -1.964180  0.276
H 16.978940 -6.077290 -2.296800  0.189
H 18.620650 -5.975930 -1.354330  0.235
C 26.795750 -3.246660 -6.696340  -0.835
C 25.300070 -3.566150 -6.689140  0.652
O 24.854510 -4.567770 -7.167640  -0.651
O 24.494460 -2.674530 -6.353860  -0.633
H 27.120890 -2.503800 -5.967950  0.280
H 27.253340 -2.968060 -7.645600  0.238
H 27.269160 -4.204780 -6.481890  0.261

Forces on atoms 1 to 3 (eV/Å):
Cd 0.4 0.1 0.2
C -0.9 -1.3 -1.6
C 1.7 -0.1 -0.5

Calculated values
Charge: -1
Energy above the lowest of the compared OMol25 structures with the same formula, charge and spin: 10.237 eV
Multiplicity: 1
Total energy: -1491.029434 hartree
Max |F|: 0.0903 hartree/bohr
M: 490.85 g mol⁻¹


No. 4
C17H32Cl2FeO2P2 as an isolated structure. Source: the Open Molecules 2025 dataset; level of theory: wB97M-V/def2-TZVPD.

Last column: Löwdin spin population.
Atoms and positions in Å:
P 0.062722 2.070081 -1.323281  -0.002
P 0.858969 0.434291 2.264129  0.006
C 1.209704 0.773619 -0.886633  -0.005
C 1.098091 -0.108104 0.376310  0.011
H 2.180831 1.333938 -0.806710  -0.001
H 1.305420 -0.018870 -1.682102  -0.001
H 0.191845 -0.755839 0.408315  0.004
H 1.917554 -0.855634 0.358197  0.000
C 2.625241 0.936106 2.471389  0.002
H 2.659129 1.981649 2.907455  0.000
H 3.003505 1.039547 1.437631  0.000
H 3.264307 0.154601 2.994854  0.000
C 0.737468 -0.811446 3.627499  0.000
H 1.547669 -1.568243 3.593316  0.000
H -0.233674 -1.328188 3.628548  0.000
H 0.771543 -0.189015 4.553558  0.000
C 0.160413 2.781571 -3.093258  0.000
H -0.042969 3.872286 -3.191985  0.000
H -0.569254 2.257713 -3.744984  0.000
H 1.173149 2.626209 -3.498798  0.000
C -1.820121 2.146024 -1.245217  0.003
H -2.398114 1.316553 -0.689315  0.001
H -2.152869 2.256140 -2.335035  0.000
H -2.119480 3.103036 -0.705402  0.001
Fe -1.688929 -0.688177 -0.008221  2.936
C -0.822657 -3.022254 0.264610  -0.006
C 0.492899 -2.942071 -0.021657  0.033
C 1.194839 -3.322991 -1.313925  0.002
C 0.374294 -3.001997 -2.617958  -0.007
C -0.454584 -1.717053 -2.647226  -0.045
C -1.667520 -1.568035 -2.013654  0.012
C -2.547818 -2.739390 -1.620265  0.007
C -1.823116 -3.722574 -0.625957  0.000
C 0.746303 3.324343 -0.179527  0.002
H -1.184789 -2.790921 1.306314  0.002
H 1.192813 -2.747162 0.817733  0.001
H 1.494655 -4.400289 -1.231041  0.002
H 2.159040 -2.785068 -1.413362  0.000
H 1.077830 -2.989096 -3.485338  0.000
H -0.219503 -3.914635 -2.806602  -0.001
H -0.107262 -0.968619 -3.400282  -0.003
H -2.191054 -0.608191 -2.177652  0.005
H -2.880027 -3.244545 -2.554542  0.003
H -3.473351 -2.390266 -1.125035  0.002
H -2.589655 -4.267595 -0.039735  0.000
H -1.356039 -4.474815 -1.274348  -0.001
H 0.491450 3.087155 0.861007  0.002
H 0.424963 4.324029 -0.471947  0.001
H 1.821204 3.178083 -0.159908  0.000
Cl -0.998178 4.809055 2.264994  0.203
C -0.742475 3.678756 3.405938  0.573
Cl -2.987394 0.358908 1.444922  0.043
C 0.600160 3.162239 3.823260  0.058
O 0.196659 2.136805 4.452040  0.119
O 1.680119 3.621241 3.419402  0.015
H -1.643953 3.177102 3.709479  0.022

Forces on atoms 1 to 3 (eV/Å):
P -1.5 3.2 0.1
P 0.3 2.7 -0.6
C 1.4 -2.1 -0.3

Calculated values
Charge: 0
Energy above the lowest of the compared OMol25 structures with the same formula, charge and spin: 1.385 eV
Multiplicity: 5
Total energy: -3683.943178 hartree
Max |F|: 0.0690 hartree/bohr
M: 457.14 g mol⁻¹